Density functional theory data (ωB97M-V/def2-TZVPD) for C28H35N5OP2Pd as an isolated structure.

Structure (ORCA input):
```
! RIJCOSX wB97M-V def2-TZVPD def2/J DEFGRID3
* xyz 0 3
Pd -0.995 -0.834 1.587
C 3.741 1.305 -0.434
C 2.777 2.020 -1.029
C 2.346 1.955 -2.480
C 2.412 0.581 -3.167
C 1.954 -0.603 -2.330
C 2.550 -1.108 -1.227
C 4.039 -1.105 -1.056
C 4.643 0.322 -1.120
C -2.083 -2.461 2.344
H 4.045 1.518 0.598
H 2.439 2.960 -0.580
H 2.941 2.661 -3.090
H 1.315 2.346 -2.562
H 1.735 0.636 -4.034
H 3.417 0.409 -3.583
H 1.221 -1.213 -2.896
H 2.011 -1.699 -0.476
H 4.506 -1.744 -1.828
H 4.297 -1.535 -0.079
H 5.622 0.321 -0.618
H 4.831 0.566 -2.175
H -1.905 -2.459 3.428
H -1.760 -3.409 1.906
H -3.165 -2.353 2.193
P -1.230 -1.424 -0.541
P -0.989 1.421 1.088
N -0.279 -2.834 -0.805
N -2.703 -1.916 -1.268
N 0.523 1.778 1.891
N -1.883 2.806 1.589
C -0.672 0.081 -1.381
C -0.907 1.476 -0.721
C 0.345 -3.561 0.234
C 0.970 -4.665 -0.319
C 0.754 -4.618 -1.738
C -0.010 -3.491 -2.012
C -3.568 -2.888 -0.721
C -4.754 -2.877 -1.447
C -4.632 -1.854 -2.450
C -3.385 -1.277 -2.311
C 1.051 0.964 2.902
C 2.317 1.426 3.234
C 2.569 2.563 2.422
C 1.462 2.757 1.613
C -1.405 4.131 1.665
C -2.379 4.921 2.252
C -3.518 4.079 2.512
C -3.197 2.795 2.086
H -1.024 0.061 -2.422
H 0.428 -0.052 -1.413
H -0.080 2.154 -0.989
H -1.839 1.933 -1.099
H 0.259 -3.230 1.266
H 1.517 -5.434 0.220
H 1.100 -5.330 -2.475
H -0.421 -3.100 -2.938
H -3.253 -3.503 0.111
H -5.590 -3.553 -1.305
H -5.358 -1.601 -3.220
H -2.893 -0.492 -2.866
H 0.498 0.119 3.277
H 2.959 1.017 3.994
H 3.463 3.172 2.418
H 1.264 3.508 0.861
H -0.421 4.383 1.297
H -2.261 5.973 2.474
H -4.449 4.390 2.964
H -3.753 1.869 2.086
O -3.140 0.388 5.250
C -2.530 0.273 4.232
N -1.888 0.189 3.211
*
```

orbital gap (alpha / beta)	5.84 / 6.20	eV
energy above the lowest of the compared OMol25 structures with the same formula, charge and spin	0.0	kJ/mol

Density functional theory data (ωB97M-V/def2-TZVPD) for C28H36AlBr2Cl54F3O4P as an isolated structure.

Structure (ORCA input):
```
! RIJCOSX wB97M-V def2-TZVPD def2/J DEFGRID3
* xyz -1 1
C -4.302 -2.403 0.955
C -3.597 -3.693 0.832
O -3.811 -4.534 1.641
O -2.689 -3.923 -0.103
C -3.094 -3.714 -1.454
C -1.923 -3.128 -2.234
C -0.642 -3.731 -1.737
C 0.603 -3.209 -2.523
Al 1.507 -1.717 -1.480
C 3.530 -1.675 -1.724
C 4.207 -2.234 -0.468
C 4.664 -1.210 0.528
F 4.785 -1.852 1.696
Br 3.448 0.271 0.849
C 6.039 -0.624 0.167
F 6.825 -1.505 -0.343
F 5.906 0.368 -0.647
Br 6.901 0.092 1.766
P 0.776 0.374 -2.412
O -0.781 0.791 -1.842
O 1.858 1.552 -1.891
H -3.844 -1.788 1.680
H -5.292 -2.616 1.272
H -4.336 -1.850 0.046
H -3.915 -3.038 -1.563
H -3.340 -4.647 -1.919
H -2.022 -3.332 -3.278
H -1.832 -2.067 -2.094
H -0.485 -3.422 -0.730
H -0.697 -4.795 -1.820
H 0.270 -2.831 -3.475
H 1.250 -4.065 -2.596
H 1.132 -1.855 0.075
H 3.755 -2.326 -2.550
H 3.884 -0.691 -1.962
H 5.032 -2.847 -0.763
H 3.531 -2.879 0.052
H -0.690 1.126 -0.952
H 1.874 2.215 -2.570
C -1.146 0.637 2.913
Cl -2.815 1.223 2.824
Cl -0.936 -0.831 1.994
Cl -0.042 1.879 2.327
H -0.920 0.425 3.948
C 1.892 0.030 -6.866
Cl 1.752 1.793 -6.863
Cl 1.610 -0.696 -5.290
Cl 0.842 -0.688 -8.098
H 2.915 -0.185 -7.137
C 2.765 2.366 5.481
Cl 3.138 2.541 3.772
Cl 2.815 3.940 6.296
Cl 1.192 1.605 5.721
H 3.516 1.732 5.927
C 4.088 5.215 -7.659
Cl 2.422 4.989 -7.136
Cl 5.056 3.810 -7.222
Cl 4.177 5.518 -9.398
H 4.482 6.079 -7.147
C 5.450 1.795 -3.299
Cl 4.293 1.786 -4.628
Cl 7.101 1.945 -3.916
Cl 5.087 3.091 -2.164
H 5.368 0.856 -2.771
C -7.903 2.090 -2.973
Cl -8.649 0.490 -2.953
Cl -6.213 1.958 -3.444
Cl -8.775 3.175 -4.055
H -7.948 2.498 -1.975
C 6.111 5.322 4.575
Cl 6.093 6.683 3.451
Cl 6.665 3.857 3.777
Cl 7.111 5.690 5.983
H 5.100 5.155 4.917
C 3.051 -4.896 3.282
Cl 2.004 -6.013 4.170
Cl 4.015 -5.768 2.084
Cl 2.113 -3.625 2.513
H 3.730 -4.442 3.987
C -10.185 -3.745 -1.403
Cl -11.378 -4.936 -0.881
Cl -9.227 -4.356 -2.750
Cl -10.967 -2.226 -1.844
H -9.515 -3.553 -0.578
C -5.994 -4.286 -6.175
Cl -4.538 -4.530 -5.220
Cl -7.265 -3.554 -5.196
Cl -5.642 -3.294 -7.597
H -6.342 -5.248 -6.515
C -1.613 -4.703 5.216
Cl -1.489 -3.332 4.127
Cl -1.088 -6.184 4.417
Cl -0.673 -4.425 6.690
H -2.649 -4.817 5.496
C 4.111 7.662 -0.773
Cl 2.672 8.442 -1.433
Cl 4.134 5.951 -1.181
Cl 5.574 8.464 -1.353
H 4.081 7.753 0.301
C 2.110 6.119 9.687
Cl 2.456 6.273 7.966
Cl 2.193 7.689 10.486
Cl 0.533 5.373 9.938
H 2.859 5.478 10.124
C -3.471 4.530 -1.836
Cl -4.778 5.027 -2.931
Cl -1.938 5.153 -2.412
Cl -3.767 5.130 -0.198
H -3.406 3.450 -1.814
C -7.577 -0.363 -8.286
Cl -8.840 0.169 -9.402
Cl -6.002 0.239 -8.796
Cl -7.941 0.146 -6.642
H -7.547 -1.441 -8.303
C -1.249 -3.303 10.631
Cl -2.611 -4.183 9.941
Cl -0.961 -3.811 12.297
Cl 0.201 -3.519 9.654
H -1.496 -2.253 10.638
C 8.692 -5.141 0.543
Cl 9.589 -6.636 0.245
Cl 7.126 -5.487 1.270
Cl 9.632 -4.053 1.563
H 8.524 -4.655 -0.406
C -3.799 5.680 4.183
Cl -5.297 4.981 4.803
Cl -2.582 4.440 3.920
Cl -4.087 6.596 2.702
H -3.417 6.368 4.920
*
```

orbital gap	5.10	eV

Density functional theory data (ωB97M-V/def2-TZVPD) for C28H36FNPd as an isolated structure.

Structure (ORCA input):
```
! RIJCOSX wB97M-V def2-TZVPD def2/J DEFGRID3
* xyz 2 1
Pd 0.942 1.172 -0.541
C 1.793 3.332 -0.880
C 2.829 2.376 -0.906
C 3.388 1.919 0.308
C 2.878 2.376 1.508
C 1.851 3.338 1.526
C 1.332 3.839 0.350
H 1.434 3.755 -1.810
H 3.281 2.082 -1.843
H 4.214 1.221 0.287
H 3.298 2.021 2.440
H 1.488 3.722 2.471
H 0.585 4.621 0.366
C -2.629 0.103 -1.942
C -2.833 1.220 -0.910
C -2.081 2.522 -1.195
C -2.684 0.723 0.518
C -3.822 0.747 1.284
C -3.893 0.155 2.549
C -2.788 -0.454 3.115
C -1.586 -0.524 2.441
C -0.369 -0.820 3.323
C 0.863 0.028 3.014
C -0.027 -2.303 3.507
C -1.539 -0.007 1.063
N -0.495 -0.315 0.272
C -0.113 -1.625 0.362
C -1.122 -2.622 0.496
C -0.817 -3.963 0.436
C 0.503 -4.356 0.239
C 1.523 -3.412 0.108
C 1.211 -2.083 0.153
F 2.191 -1.183 0.103
H -2.799 0.496 -2.944
H -3.348 -0.702 -1.782
H -1.630 -0.329 -1.912
H -3.890 1.483 -0.979
H -0.998 2.419 -1.157
H -2.368 3.295 -0.482
H -2.346 2.874 -2.193
H -4.715 1.202 0.877
H -4.819 0.209 3.108
H -2.838 -0.807 4.138
H -0.714 -0.482 4.302
H 1.396 -0.288 2.118
H 1.563 -0.063 3.844
H 0.604 1.083 2.912
H 0.535 -2.697 2.661
H -0.921 -2.911 3.647
H 0.593 -2.414 4.395
H -2.154 -2.296 0.508
H -1.603 -4.702 0.497
H 0.748 -5.408 0.175
H 2.557 -3.709 -0.014
C 0.671 -0.758 -4.359
C 1.247 -0.484 -2.960
C 2.769 -0.592 -2.976
C 0.757 0.877 -2.532
H 1.007 -1.732 -4.715
H 1.012 -0.007 -5.074
H -0.420 -0.754 -4.353
H 0.828 -1.245 -2.289
H 3.189 0.122 -3.689
H 3.086 -1.586 -3.291
H 3.208 -0.398 -1.997
H -0.312 1.013 -2.678
H 1.301 1.687 -3.018
*
```

orbital gap	5.47	eV
energy above the lowest of the compared OMol25 structures with the same formula, charge and spin	7.6	kJ/mol

Density functional theory data (ωB97M-V/def2-TZVPD) for C28H36NbP2Si as an isolated structure.

Structure (ORCA input):
```
! RIJCOSX wB97M-V def2-TZVPD def2/J DEFGRID3
* xyz 3 1
C 0.508 2.279 0.888
C -0.463 2.562 -0.127
C -1.726 2.811 0.519
H -0.281 2.611 -1.197
C -1.527 2.735 1.942
C -0.143 2.380 2.174
H 0.367 2.364 3.133
H 1.571 2.136 0.719
H -2.636 3.130 0.008
H -2.268 2.996 2.703
Nb -1.127 0.774 1.019
C -1.003 -0.965 -1.498
H -2.062 -0.705 -1.506
H -0.637 -1.174 -0.462
H -0.953 -1.950 -2.002
Si 0.179 0.151 -2.655
C 1.521 -0.862 -3.459
C 2.553 -0.052 -3.964
H 2.500 1.029 -3.832
C 3.609 -0.605 -4.689
H 4.335 0.058 -5.178
C 3.706 -1.993 -4.814
H 4.492 -2.434 -5.422
C 2.785 -2.824 -4.143
H 2.939 -3.905 -4.137
C 1.642 -2.272 -3.527
H 0.827 -2.910 -3.172
C -1.047 1.231 -3.551
C -0.691 1.829 -4.765
H 0.193 1.470 -5.286
C -1.483 2.867 -5.276
H -1.191 3.343 -6.210
C -2.644 3.263 -4.613
H -3.276 4.046 -5.050
C -3.037 2.614 -3.443
H -3.957 2.901 -2.938
C -2.263 1.571 -2.937
H -2.625 1.019 -2.074
H -2.761 0.968 0.368
H 1.022 1.273 -2.200
C -2.638 -1.487 3.466
P -1.501 -0.076 3.436
C -2.115 1.066 4.711
C 0.135 -0.687 4.021
C 0.553 -0.572 5.344
C 1.830 -1.002 5.732
C 2.698 -1.561 4.799
C 2.304 -1.672 3.466
C 1.049 -1.233 3.073
P 0.587 -1.346 1.320
C 2.083 -1.353 0.279
C -0.015 -3.064 1.221
H -3.403 -1.330 2.691
H -3.119 -1.538 4.448
H -2.096 -2.418 3.265
H -2.492 0.487 5.568
H -1.327 1.751 5.049
H -2.943 1.658 4.294
H -0.122 -0.130 6.079
H 2.144 -0.887 6.767
H 3.681 -1.916 5.087
H 2.978 -2.104 2.725
H 2.779 -2.138 0.612
H 1.830 -1.545 -0.776
H 2.581 -0.375 0.336
H 0.593 -3.696 1.889
H -1.058 -3.135 1.554
H 0.058 -3.458 0.199
*
```

orbital gap	3.20	eV
energy above the lowest of the compared OMol25 structures with the same formula, charge and spin	21.7	kJ/mol

Density functional theory data (ωB97M-V/def2-TZVPD) for C28H36O4 in the gas phase.

Structure (ORCA input):
```
! RIJCOSX wB97M-V def2-TZVPD def2/J DEFGRID3
* xyz 0 1
C -4.582 4.210 2.587
C -3.878 3.059 1.942
C -3.400 1.992 2.698
C -2.694 0.938 2.117
C -2.287 -0.166 3.054
C -2.451 0.937 0.724
C -1.739 -0.235 0.028
C -2.698 -1.432 -0.071
C -0.344 -0.577 0.610
C 0.818 -0.410 -0.404
C 1.986 0.368 0.209
C 2.251 1.673 -0.238
C 1.380 2.368 -1.249
C 3.346 2.359 0.273
C 4.174 1.798 1.239
C 5.332 2.569 1.790
C 3.865 0.530 1.721
C 2.751 -0.168 1.270
C 2.369 -1.380 2.049
C 1.267 -1.623 -1.202
C 0.656 -2.978 -0.835
O 0.656 -3.420 0.301
O 0.094 -3.737 -1.823
C 0.804 -3.716 -3.086
C 2.206 -4.286 -2.971
C -0.041 -4.530 -4.056
O 0.835 -2.355 -3.559
C 1.049 -1.317 -2.700
O 1.063 -0.192 -3.156
C -3.014 1.973 -0.053
C -2.922 1.973 -1.556
C -3.701 3.017 0.560
H -4.924 4.921 1.832
H -5.449 3.888 3.172
H -3.918 4.748 3.271
H -3.587 1.985 3.775
H -1.797 -1.013 2.565
H -1.607 0.219 3.831
H -3.162 -0.558 3.598
H -1.582 0.066 -1.018
H -3.490 -1.156 -0.786
H -2.179 -2.326 -0.440
H -3.163 -1.650 0.899
H -0.124 0.091 1.459
H -0.358 -1.607 0.989
H 0.450 0.245 -1.191
H 1.695 3.415 -1.319
H 1.463 1.914 -2.246
H 0.321 2.364 -0.951
H 3.543 3.372 -0.079
H 5.988 1.895 2.349
H 5.894 3.041 0.977
H 5.014 3.368 2.474
H 4.489 0.089 2.501
H 3.269 -1.944 2.323
H 1.891 -1.066 2.996
H 1.702 -2.072 1.524
H 2.365 -1.752 -1.069
H 2.826 -3.750 -2.247
H 2.142 -5.341 -2.676
H 2.677 -4.240 -3.961
H -1.051 -4.117 -4.094
H 0.427 -4.494 -5.043
H -0.080 -5.568 -3.698
H -3.472 2.837 -1.947
H -1.887 2.060 -1.916
H -3.369 1.075 -2.008
H -4.110 3.818 -0.059
*
```

orbital gap	8.92	eV
energy above the lowest of the compared OMol25 structures with the same formula, charge and spin	0.0	kJ/mol
SMILES	Cc1cc(C)c([C@H](C)C[C@@H](c2c(C)cc(C)cc2C)C2C(=O)OC(C)(C)OC2=O)c(C)c1

Density functional theory data (ωB97M-V/def2-TZVPD) for C28H37BMnN12O2S3 as an isolated structure.

Structure (ORCA input):
```
! RIJCOSX wB97M-V def2-TZVPD def2/J DEFGRID3
* xyz 0 2
Mn 0.093 -0.393 0.247
C -0.175 -2.953 -2.341
C 1.068 -2.131 -2.235
C 2.186 -2.111 -3.079
C 3.060 -1.201 -2.514
C 4.413 -0.778 -2.985
N 2.483 -0.720 -1.398
N 1.259 -1.289 -1.228
B 3.058 0.240 -0.329
N 2.247 1.544 -0.347
N 0.898 1.479 -0.302
C 0.440 2.716 -0.444
C -1.021 3.013 -0.519
C 1.518 3.604 -0.575
C 2.651 2.816 -0.507
C 4.088 3.219 -0.564
N 2.900 -0.422 1.049
N 1.674 -0.844 1.444
C 1.811 -1.409 2.637
C 0.640 -1.978 3.368
C 3.156 -1.353 3.025
C 3.812 -0.716 1.992
C 5.257 -0.361 1.864
H 0.035 -3.896 -2.845
H -0.580 -3.167 -1.352
H -0.953 -2.439 -2.909
H 2.343 -2.690 -3.975
H 4.638 -1.274 -3.928
H 4.460 0.301 -3.142
H 5.189 -1.038 -2.264
H 4.212 0.473 -0.562
H -1.601 2.115 -0.312
H -1.300 3.805 0.179
H -1.284 3.355 -1.523
H 1.476 4.674 -0.708
H 4.155 4.304 -0.622
H 4.625 2.886 0.324
H 4.592 2.796 -1.435
H -0.249 -1.952 2.741
H 0.822 -3.015 3.651
H 0.448 -1.411 4.283
H 3.592 -1.713 3.943
H 5.793 -0.703 2.748
H 5.708 -0.821 0.984
H 5.391 0.719 1.779
C -3.337 2.868 2.168
C -1.939 3.134 2.588
N -1.472 4.271 2.995
N -0.153 4.005 3.253
C 0.229 2.735 3.006
S 1.696 1.994 3.255
N -0.946 2.187 2.568
N -1.075 0.891 2.049
H -3.919 3.772 2.332
H -3.779 2.055 2.747
H -3.390 2.608 1.109
H 0.463 4.727 3.581
H -0.800 0.222 2.766
H -2.046 0.735 1.811
O -4.930 -2.213 -1.248
C -4.750 -2.722 -0.017
C -5.733 -3.583 0.472
C -5.624 -4.123 1.737
C -4.531 -3.820 2.548
C -3.548 -2.983 2.059
C -3.631 -2.425 0.781
C -2.511 -1.580 0.296
O -1.488 -1.408 1.040
N -2.641 -1.023 -0.882
N -1.510 -0.272 -1.206
C -1.476 0.058 -2.442
S -2.777 -0.382 -3.537
C -1.926 0.195 -5.024
C -1.071 1.384 -4.635
S -0.126 0.913 -3.170
H -4.136 -1.663 -1.450
H -6.575 -3.812 -0.169
H -6.396 -4.793 2.096
H -4.449 -4.241 3.540
H -2.678 -2.742 2.656
H -2.690 0.464 -5.753
H -1.315 -0.614 -5.421
H -1.690 2.250 -4.401
H -0.354 1.647 -5.413
*
```

orbital gap (alpha / beta)	8.03 / 7.65	eV
energy above the lowest of the compared OMol25 structures with the same formula, charge and spin	0.0	kJ/mol

| no. | maximum force (eV/Å) | energy (eV) |
| --- | --- | --- |
| 1 | 3.0 | -61152.6491 |
| 2 | 3.0 | -878144.8807 |
| 3 | 0.2 | -37290.3848 |
| 4 | 8.3 | -57595.7627 |
| 5 | 2.0 | -37811.4262 |
| 6 | 1.2 | -116119.4625 |